(1)
The following is a quantum chemistry calculation of a cluster of 2 separate species, C3H10O in total, from the Open Molecules 2025 dataset.

Total charge: -1
Spin multiplicity: 2
E_HOMO (spin up / spin down), eV: 1.3 / -6.7
<S²>: 0.750

Structure (XYZ):
```
14
C3H10O ωB97M-V/def2-TZVPD
O -2.313 3.224 0.874
C 0.570 -2.198 0.025
C 0.459 -0.751 0.505
C 0.684 0.271 -0.732
H -2.136 2.644 0.115
H 0.104 -0.160 -1.589
H -0.559 -0.706 0.887
H 1.152 -0.315 1.225
H 0.181 -2.134 -0.995
H 1.524 -2.669 -0.206
H -0.134 -2.679 0.682
H 1.725 0.172 -1.078
H 0.472 1.304 -0.572
H -1.729 3.996 0.861
```

Partial charges, Mulliken, in e:
1 O -1.83
2 C -1.27
3 C -0.54
4 C -2.31
5 H 0.60
6 H 0.39
7 H 0.51
8 H 0.41
9 H 0.35
10 H 0.41
11 H 0.31
12 H 0.25
13 H 0.99
14 H 0.74


(2)
The following is a quantum chemistry calculation of a cluster of 2 separate species, C3H10O in total, from the Open Molecules 2025 dataset.

Total charge: 0
SMILES string: CCO.C
E_HOMO, eV: -10.2

Structure (XYZ):
```
14
C3H10O ωB97M-V/def2-TZVPD
O 0.030 1.359 1.993
C 1.526 -0.202 0.846
C 0.114 0.179 1.194
C -1.478 -0.315 -2.113
H 1.492 -1.092 0.214
H 0.843 1.444 2.507
H -1.516 -0.830 -1.160
H -1.602 0.770 -2.013
H -0.507 -0.470 -2.587
H 1.980 0.541 0.189
H -2.250 -0.720 -2.760
H 2.199 -0.401 1.686
H -0.472 0.402 0.309
H -0.356 -0.665 1.694
```

Partial charges, Mulliken, in e:
1 O -0.54
2 C -1.15
3 C 0.13
4 C -0.96
5 H 0.33
6 H 0.31
7 H 0.19
8 H 0.25
9 H 0.25
10 H 0.32
11 H 0.29
12 H 0.39
13 H -0.03
14 H 0.22


(3)
The following is a quantum chemistry calculation of a cluster of 3 separate species, C3H10O2 in total, from the Open Molecules 2025 dataset.

Total charge: +1
Spin multiplicity: 2
E_HOMO (spin up / spin down), eV: -15.0 / -15.0
<S²>: 0.753

Structure (XYZ):
```
15
C3H10O2 ωB97M-V/def2-TZVPD
O 0.224 -2.142 1.030
O 0.258 -1.650 -1.816
C -1.282 1.215 0.060
C -0.039 1.414 0.775
C 1.199 1.298 0.150
H -0.567 -1.742 -2.304
H 0.020 -1.440 -0.902
H 2.170 1.127 0.615
H -1.242 1.768 -0.894
H -1.351 0.180 -0.250
H -2.171 1.485 0.611
H 0.728 -2.837 0.583
H 0.848 -1.516 1.419
H -0.111 1.504 1.858
H 1.315 1.337 -0.933
```

Partial charges, Mulliken, in e:
1 O -0.67
2 O -0.63
3 C -0.77
4 C 0.34
5 C -0.51
6 H 0.34
7 H 0.30
8 H 0.34
9 H 0.36
10 H 0.20
11 H 0.36
12 H 0.36
13 H 0.32
14 H 0.36
15 H 0.29


(4)
The following is a quantum chemistry calculation of a cluster of 2 separate species, C3H10O2P2 in total, from the Open Molecules 2025 dataset.

Total charge: 0
E_HOMO (spin up / spin down), eV: -7.6 / -7.8

Structure (XYZ):
```
17
C3H10O2P2 ωB97M-V/def2-TZVPD
P -0.179 0.922 -0.311
P -1.088 2.415 -1.501
O 1.174 1.446 0.360
O 0.510 -0.089 -1.354
C -0.382 -0.845 -2.224
C 2.002 0.693 1.336
C -1.231 -1.464 1.464
H -2.336 -1.433 1.517
H 1.463 1.074 2.285
H 0.139 -0.634 -3.267
H -0.285 -1.883 -1.902
H 3.033 1.097 1.411
H -0.670 -2.394 1.238
H -1.924 2.651 -0.457
H -1.344 -0.466 -1.938
H 1.999 -0.342 0.994
H -0.881 -0.748 2.348
```

Partial charges, Mulliken, in e:
1 P 0.31
2 P -0.11
3 O -0.24
4 O -0.28
5 C -0.73
6 C -0.50
7 C -0.89
8 H 0.33
9 H 0.23
10 H 0.18
11 H 0.21
12 H 0.23
13 H 0.30
14 H -0.02
15 H 0.45
16 H 0.27
17 H 0.26


(5)
The following is a quantum chemistry calculation of a structure of composition C3H10O2S, from the Open Molecules 2025 dataset.

Total charge: 0
E_HOMO, eV: -8.9

Structure (XYZ):
```
16
C3H10O2S ωB97M-V/def2-TZVPD
S -1.202 -3.255 -0.550
O 2.074 2.410 3.038
O 0.659 1.523 -0.388
C -0.908 -1.631 -1.308
C -0.632 0.955 -0.614
C -0.517 -0.690 -0.196
H -1.790 -1.257 -1.646
H 0.790 -0.904 0.264
H 2.902 1.996 3.028
H -1.138 -0.695 0.661
H -0.123 -3.833 -1.008
H -1.504 1.294 -0.034
H 1.892 2.762 2.130
H 0.458 1.982 0.471
H -0.212 -1.680 -2.143
H -0.751 1.022 -1.704
```

Partial charges, Mulliken, in e:
1 S -0.21
2 O -0.63
3 O -0.46
4 C -0.73
5 C -0.52
6 C -0.39
7 H 0.38
8 H 0.20
9 H 0.31
10 H 0.38
11 H 0.12
12 H 0.35
13 H 0.33
14 H 0.25
15 H 0.35
16 H 0.29


(6)
The following is a quantum chemistry calculation of a cluster of 2 separate species, C3H10O2S in total, from the Open Molecules 2025 dataset.

Total charge: 0
SMILES string: OCCCS.O
E_HOMO, eV: -9.5

Structure (XYZ):
```
16
C3H10O2S ωB97M-V/def2-TZVPD
S 1.306 -2.357 0.242
O -1.200 0.326 2.681
O -1.172 1.600 -0.483
C 0.170 -1.043 -0.277
C -0.101 1.233 -1.349
C 0.855 0.264 -0.709
H -1.832 0.901 -0.475
H -1.186 -0.643 2.669
H -0.334 -1.453 -1.157
H -0.563 0.747 -2.207
H 1.595 -0.058 -1.450
H 1.509 0.603 0.104
H 0.348 2.163 -1.676
H 1.573 -1.835 1.447
H -0.378 0.399 2.168
H -0.591 -0.848 0.472
```

Partial charges, Mulliken, in e:
1 S -0.17
2 O -0.63
3 O -0.52
4 C -0.81
5 C -0.61
6 C -0.20
7 H 0.32
8 H 0.34
9 H 0.34
10 H 0.30
11 H 0.31
12 H 0.35
13 H 0.32
14 H 0.10
15 H 0.32
16 H 0.22


(7)
The following is a quantum chemistry calculation of a cluster of 2 separate species, C3H10O2S in total, from the Open Molecules 2025 dataset.

Total charge: 0
SMILES string: OCCCS.O
E_HOMO, eV: -9.2

Structure (XYZ):
```
16
C3H10O2S ωB97M-V/def2-TZVPD
S 1.584 0.849 -2.270
O -1.125 -0.372 1.259
O -3.007 -2.092 -0.019
C 1.003 0.217 0.385
C -0.484 0.653 0.461
C 1.922 1.006 -0.494
H 1.954 2.089 -0.306
H -2.901 -2.483 -0.881
H 1.123 -0.393 -2.223
H 1.240 0.150 1.450
H 0.985 -0.838 0.126
H -0.642 1.630 0.899
H -0.981 0.553 -0.517
H -1.402 -0.005 2.099
H -2.243 -1.715 0.354
H 2.975 0.750 -0.324
```

Partial charges, Mulliken, in e:
1 S -0.21
2 O -0.54
3 O -0.65
4 C -0.74
5 C -0.20
6 C -0.54
7 H 0.32
8 H 0.30
9 H 0.10
10 H 0.32
11 H 0.32
12 H 0.35
13 H 0.21
14 H 0.27
15 H 0.35
16 H 0.34


(8)
The following is a quantum chemistry calculation of a cluster of 2 separate species, C3H10O2S in total, from the Open Molecules 2025 dataset.

Total charge: 0
SMILES string: CSCCO.O
E_HOMO, eV: -8.8

Structure (XYZ):
```
16
C3H10O2S ωB97M-V/def2-TZVPD
S 0.678 1.304 0.969
O -0.104 -0.221 3.665
O -0.039 -3.419 0.271
C 1.742 0.443 2.205
C 0.000 0.000 0.000
C 1.037 -0.692 2.981
H 2.605 -0.102 1.777
H -0.545 0.553 -0.783
H -0.736 0.006 2.951
H 0.717 -1.528 2.329
H 2.137 1.186 2.925
H 0.839 -2.993 0.146
H 1.683 -1.114 3.776
H -0.735 -0.456 0.685
H -0.002 -3.804 1.176
H 0.582 -0.806 -0.478
```

Partial charges, Mulliken, in e:
1 S -0.09
2 O -0.50
3 O -0.65
4 C -0.40
5 C -0.67
6 C -0.43
7 H 0.31
8 H 0.31
9 H 0.31
10 H 0.10
11 H 0.27
12 H 0.32
13 H 0.38
14 H 0.25
15 H 0.31
16 H 0.17


(9)
The following is a quantum chemistry calculation of a cluster of 2 separate species, C3H10O2S in total, from the Open Molecules 2025 dataset.

Total charge: +1
Spin multiplicity: 2
E_HOMO (spin up / spin down), eV: -14.5 / -14.4
<S²>: 0.753

Structure (XYZ):
```
16
C3H10O2S ωB97M-V/def2-TZVPD
S -1.553 1.532 -1.620
O 1.982 1.696 0.495
O 1.229 -0.728 1.557
C -1.395 -0.189 -1.051
C -0.814 -0.183 0.373
C 0.392 -1.127 0.501
H 2.511 1.370 -0.251
H 1.106 -0.972 -0.346
H -0.805 -0.713 -1.801
H 1.660 1.049 1.137
H 0.745 -0.872 2.378
H -0.660 1.555 -2.641
H -2.394 -0.613 -1.080
H 0.048 -2.172 0.550
H -1.579 -0.432 1.116
H -0.473 0.797 0.683
```

Partial charges, Mulliken, in e:
1 S 0.24
2 O -0.66
3 O -0.53
4 C -0.50
5 C -0.51
6 C -0.69
7 H 0.31
8 H 0.36
9 H 0.45
10 H 0.36
11 H 0.33
12 H 0.29
13 H 0.37
14 H 0.39
15 H 0.35
16 H 0.44


(10)
The following is a quantum chemistry calculation of a cluster of 2 separate species, C3H10O2S2 in total, from the Open Molecules 2025 dataset.

Total charge: 0
SMILES string: OCCCSS.O
E_HOMO, eV: -9.4

Structure (XYZ):
```
17
C3H10O2S2 ωB97M-V/def2-TZVPD
S 1.326 1.528 -1.023
S 0.606 -0.428 -0.836
O -2.303 -2.771 -2.142
O -1.329 1.509 1.201
C 0.974 -0.770 0.862
C -0.209 -0.608 1.846
C -0.575 0.813 2.184
H -1.348 0.978 0.396
H 0.364 1.374 2.313
H -1.674 -2.528 -1.483
H 2.579 1.107 -1.260
H -0.116 -1.234 2.737
H -1.082 -1.128 1.408
H 1.303 -1.802 0.993
H -3.138 -2.341 -2.058
H -1.113 0.881 3.128
H 1.739 -0.057 1.162
```

Partial charges, Mulliken, in e:
1 S -0.19
2 S -0.07
3 O -0.63
4 O -0.49
5 C -0.64
6 C -0.63
7 C -0.39
8 H 0.29
9 H 0.24
10 H 0.31
11 H 0.16
12 H 0.43
13 H 0.27
14 H 0.32
15 H 0.31
16 H 0.31
17 H 0.40


(11)
The following is a quantum chemistry calculation of a cluster of 3 separate species, C3H10O3 in total, from the Open Molecules 2025 dataset.

Total charge: 0
SMILES string: C=C.CO.OO
E_HOMO, eV: -9.5

Structure (XYZ):
```
16
C3H10O3 ωB97M-V/def2-TZVPD
O 0.580 -1.700 1.483
O -1.010 -0.372 -1.111
O -0.610 -0.899 1.530
C 0.127 1.743 -0.210
C 0.296 1.736 1.130
C -0.062 -1.118 -1.848
H 0.426 -2.328 2.201
H -1.081 -0.763 -0.198
H 0.088 -0.610 -2.800
H -0.428 -2.131 -2.047
H 1.294 1.698 1.548
H -0.780 2.109 -0.664
H 0.952 1.539 -0.875
H -0.450 2.187 1.772
H 0.886 -1.194 -1.310
H -0.228 0.104 1.400
```

Partial charges, Mulliken, in e:
1 O -0.30
2 O -0.53
3 O -0.52
4 C -0.22
5 C -0.78
6 C -0.67
7 H 0.31
8 H 0.41
9 H 0.26
10 H 0.29
11 H 0.32
12 H 0.21
13 H 0.25
14 H 0.33
15 H 0.28
16 H 0.36


(12)
The following is a quantum chemistry calculation of a cluster of 3 separate species, C3H10O3 in total, from the Open Molecules 2025 dataset.

Total charge: 0
SMILES string: C/C=C/O.O.O
E_HOMO, eV: -8.2

Structure (XYZ):
```
16
C3H10O3 ωB97M-V/def2-TZVPD
O -0.648 -0.076 -1.421
O 6.050 -1.543 2.139
O -1.051 -2.607 -0.281
C -1.385 1.924 -0.337
C -2.615 2.720 0.287
C -1.573 0.773 -1.127
H -2.773 0.417 -1.375
H -2.594 3.889 0.141
H -0.902 -3.253 0.494
H -0.394 -0.734 -0.730
H -0.494 2.631 -0.412
H -0.679 -3.190 -0.929
H -3.539 2.184 -0.150
H 5.664 -1.886 3.005
H -2.673 2.835 1.454
H 7.009 -1.580 2.071
```

Partial charges, Mulliken, in e:
1 O -0.48
2 O -0.66
3 O -0.66
4 C 0.06
5 C -0.83
6 C -0.21
7 H 0.14
8 H 0.24
9 H 0.33
10 H 0.38
11 H 0.25
12 H 0.31
13 H 0.23
14 H 0.33
15 H 0.23
16 H 0.32


Values for ΔE to the lowest compared entry with this formula, charge and spin, kcal/mol, ordered as above
8.2, 9.3, 0.0, 88.2, 48.3, 6.2, 5.6, 9.9, 3.0, 9.9, 105.3, 69.0